A molecular structure, C26H28GeKN2O4S. Source: the Open Molecules 2025 dataset; level of theory: ωB97M-V/def2-TZVPD.

Properties
* frontier orbital gap (spin up / spin down): 0.1852 / 0.3218 Ha
* energy above the lowest of the compared OMol25 structures with the same formula, charge and spin: 10.2 kcal/mol
* spin multiplicity: 2
* E_HOMO (spin up / spin down): -4.844 / -8.560 eV
* DFT total energy: -122265.677 eV

The geometry in XYZ format:
```
63
Properties=species:S:1:pos:R:3:lowdin_charge:R:1
K 1.0495 -1.8413 -0.3079 0.764
O 5.1625 -3.6059 0.2208 0.064
C 4.0283 -2.8421 0.2066 -0.525
O 2.9230 -3.3992 0.0129 -0.142
C 4.2419 -1.4537 0.4157 -0.224
C 5.5353 -0.8947 0.6468 -0.017
C 5.6689 0.4509 0.8085 -0.080
C 4.5208 1.2815 0.7366 -0.025
C 3.3021 0.6684 0.5331 -0.254
N 3.1245 -0.6456 0.3874 0.016
C 2.0713 1.5148 0.4430 -0.512
O 2.0940 2.7261 0.3559 0.072
O 0.9230 0.8376 0.4847 -0.184
H 4.8688 -4.5115 0.0639 0.110
H 6.3870 -1.5585 0.6848 0.107
H 6.6452 0.8843 0.9826 0.098
H 4.5806 2.3550 0.8307 0.104
C -0.4228 3.3016 1.8944 -0.164
Ge -0.5847 1.9257 0.5254 0.981
C -1.9418 0.6487 1.1080 -0.264
C -3.2170 0.7018 0.5439 -0.100
C -4.2521 -0.0620 1.0669 -0.088
C -4.0223 -0.8840 2.1623 -0.103
C -2.7525 -0.9557 2.7192 -0.096
C -1.7133 -0.1947 2.1966 -0.098
C -0.9040 2.5690 -1.2889 -0.191
C -0.9128 3.9235 -1.5007 -0.086
C -1.1200 4.4612 -2.7879 -0.067
C -1.3078 3.6306 -3.8527 -0.028
C -1.3033 2.2248 -3.6846 -0.160
C -1.4909 1.3490 -4.7815 -0.031
C -1.4876 -0.0051 -4.6105 -0.074
C -1.2991 -0.5510 -3.3243 -0.066
C -1.1115 0.2718 -2.2494 -0.052
C -1.1043 1.6818 -2.3873 -0.163
H -1.3984 3.7617 2.0552 0.033
H 0.3074 4.0532 1.6071 0.022
H -0.1029 2.8318 2.8243 0.033
H -3.4052 1.3451 -0.3096 0.104
H -5.2395 -0.0092 0.6257 0.104
H -4.8334 -1.4694 2.5769 0.105
H -2.5724 -1.5966 3.5743 0.106
H -0.7270 -0.2361 2.6518 0.076
H -0.7425 4.5959 -0.6679 0.100
H -1.1188 5.5350 -2.9228 0.106
H -1.4597 4.0332 -4.8471 0.114
H -1.6364 1.7752 -5.7671 0.113
H -1.6315 -0.6629 -5.4576 0.105
H -1.3089 -1.6257 -3.1871 0.102
H -0.9889 -0.1641 -1.2670 0.063
C -3.0244 -3.6235 -0.2046 -0.392
S -1.2772 -4.0239 -0.4313 0.713
C -0.7682 -4.1471 1.3009 -0.403
H -3.4661 -3.5138 -1.1928 0.035
H -3.1242 -2.6894 0.3434 0.009
H -3.5269 -4.4317 0.3244 0.041
H -1.0117 -3.2322 1.8413 0.024
H 0.3113 -4.3025 1.3073 0.029
H -1.2551 -4.9973 1.7749 0.042
N 1.6798 -0.3143 3.4673 0.049
H 2.1493 0.5259 3.1481 0.012
H 2.2277 -1.0856 3.1000 0.016
H 1.7652 -0.3346 4.4770 0.018
```

---

A molecular structure, C26H28GeN3O6SeSn. Source: the Open Molecules 2025 dataset; level of theory: ωB97M-V/def2-TZVPD.

Properties
* frontier orbital gap: 0.2608 Ha
* total charge: +1
* E_HOMO: -10.925 eV
* DFT total energy: -171855.702 eV

The geometry in XYZ format:
```
66
Properties=species:S:1:pos:R:3:lowdin_charge:R:1
Sn -1.5141 -0.5273 -0.2194 1.347
O 1.1855 -1.5802 0.8446 0.022
C 1.4562 -2.1775 2.0415 -0.213
C 0.5144 -2.6411 2.9445 0.019
C 1.0330 -3.2080 4.0912 -0.032
C 2.4177 -3.3025 4.3258 -0.048
C 3.3353 -2.8338 3.4151 0.008
C 2.8328 -2.2554 2.2417 -0.130
C 3.3992 -1.6505 1.0889 0.104
N 2.4275 -1.2617 0.3012 -0.069
N 2.5868 -0.6351 -0.8681 0.168
C 1.5639 -0.1617 -1.5568 -0.371
O 0.3238 -0.2356 -1.2801 -0.210
C 1.9448 0.5672 -2.7982 -0.140
C 0.9375 1.0651 -3.6236 -0.010
C 1.2624 1.7553 -4.7788 -0.060
C 2.5933 1.9562 -5.1149 -0.062
C 3.6003 1.4629 -4.2966 -0.063
C 3.2810 0.7687 -3.1429 -0.023
H -0.5475 -2.5660 2.7598 0.125
H 0.3513 -3.5951 4.8362 0.120
H 2.7613 -3.7577 5.2438 0.117
H 4.3984 -2.9055 3.5947 0.126
H 4.4174 -1.4707 0.7907 0.165
H -0.0973 0.9081 -3.3530 0.100
H 0.4779 2.1390 -5.4171 0.109
H 2.8472 2.4998 -6.0150 0.111
H 4.6374 1.6213 -4.5590 0.110
H 4.0626 0.3819 -2.5064 0.107
O -2.5838 -0.5836 -2.2255 -0.157
C -2.9914 0.3563 -2.9253 -0.149
C -2.8827 1.7543 -2.6398 -0.121
C -3.3948 2.6443 -3.6026 0.064
C -3.3173 3.9912 -3.3821 -0.133
C -2.7385 4.5091 -2.2158 0.039
C -2.2346 3.6599 -1.2679 0.031
C -2.2915 2.2611 -1.4463 -0.309
O -1.7997 1.5017 -0.5112 -0.301
N -3.8518 4.9169 -4.3905 -0.352
O -3.7238 6.1059 -4.1738 0.090
O -4.2838 4.4318 -5.4181 0.085
H -3.4928 0.0932 -3.8663 0.149
H -3.8483 2.2736 -4.5122 0.134
H -2.7007 5.5808 -2.0846 0.129
H -1.7827 4.0344 -0.3604 0.128
C 0.1489 3.8686 4.9379 -0.220
Ge -1.1891 2.4738 5.2327 0.740
C -2.9186 2.9678 4.4689 -0.216
C -1.3404 2.0580 7.1365 -0.218
C -0.6044 0.8393 4.2657 -0.580
Se -0.3423 1.2143 2.3584 0.835
C 1.6015 1.2497 2.3686 -0.367
H -0.1970 4.8103 5.3639 0.024
H 0.3269 4.0249 3.8740 0.007
H 1.0917 3.6094 5.4205 0.023
H -3.2541 3.9298 4.8541 0.024
H -3.6728 2.2214 4.7193 0.023
H -2.8504 3.0450 3.3832 0.006
H -1.7206 2.9256 7.6759 0.023
H -0.3682 1.7992 7.5557 0.020
H -2.0239 1.2273 7.3089 0.020
H -1.3537 0.0513 4.3426 0.012
H 0.3330 0.4357 4.6481 0.017
H 1.9438 2.0930 2.9643 0.029
H 1.9381 1.3796 1.3411 0.025
H 1.9942 0.3225 2.7808 0.013
```

---

A molecular structure, C26H28LaN2S2Si at a distorted geometry. Source: the Open Molecules 2025 dataset; level of theory: ωB97M-V/def2-TZVPD.

Properties
* frontier orbital gap (spin up / spin down): 0.1241 / 0.1252 Ha
* energy above the lowest of the compared OMol25 structures with the same formula, charge and spin: 35.2 kcal/mol
* total charge: +1
* E_HOMO (spin up / spin down): -7.125 / -7.135 eV
* DFT total energy: -60792.846 eV

The geometry in XYZ format:
```
60
Properties=species:S:1:pos:R:3:lowdin_charge:R:1
C 0.7140 2.7409 3.0196 -0.236
C 0.7426 2.7277 1.5908 -0.204
C -0.5867 2.5127 1.1163 -0.222
H 1.6430 2.9893 1.0171 0.122
C -1.4556 2.3814 2.2567 -0.263
C -0.6454 2.5134 3.4323 -0.280
H -1.0505 2.5380 4.4640 0.118
H 1.5274 3.0153 3.6941 0.102
H -0.8784 2.5797 0.0604 0.119
H -2.5398 2.2772 2.2047 0.114
La -0.0641 0.2139 2.4094 1.992
C 1.1994 -0.6878 -0.8746 -0.345
H 0.9549 0.1790 -0.1287 -0.011
H 1.2948 -1.5874 -0.2175 0.047
H 2.2763 -0.4133 -0.9594 0.023
Si 0.2183 -0.8385 -2.5891 0.565
C 1.7351 -0.8321 -3.6161 -0.347
C 2.4502 0.3671 -3.5991 -0.128
H 2.0497 1.2413 -3.0781 0.107
C 3.6758 0.4343 -4.2588 -0.087
H 4.2355 1.3751 -4.2251 0.104
C 4.1709 -0.6780 -4.9476 -0.088
H 5.1331 -0.6104 -5.4527 0.102
C 3.4168 -1.8545 -4.9956 -0.085
H 3.7961 -2.7069 -5.5610 0.102
C 2.1862 -1.9456 -4.3320 -0.087
H 1.5944 -2.8524 -4.3741 0.095
C -1.0156 0.3498 -3.5292 -0.235
C -0.8265 0.8174 -4.8584 -0.085
H -0.0216 0.4077 -5.4737 0.104
C -1.6195 1.8410 -5.3985 -0.085
H -1.4174 2.2286 -6.3951 0.104
C -2.6825 2.3725 -4.6666 -0.092
H -3.2963 3.1885 -5.0782 0.110
C -2.9577 1.8457 -3.4035 -0.103
H -3.8099 2.2318 -2.8436 0.098
C -2.1603 0.8326 -2.8639 -0.131
H -2.4145 0.4209 -1.8794 0.071
H -0.1741 -0.8473 -1.0653 -0.057
H -0.2015 -2.2485 -2.5251 0.007
C 1.5708 1.1004 5.8642 -0.079
C 0.6893 -0.0908 5.7864 -0.617
N 0.1787 -0.5862 4.6229 -0.139
C -0.5708 -1.7585 4.8995 -0.324
C -0.6064 -2.1041 6.2323 -0.289
S 0.2772 -0.9619 7.1779 1.158
C -1.2287 -2.4408 3.8115 -0.332
C -1.8209 -3.6801 3.7346 -0.297
S -2.5680 -3.9732 2.1842 1.118
C -2.0856 -2.3863 1.6717 -0.611
N -1.4022 -1.7141 2.6115 -0.192
C -2.4412 -1.7967 0.3568 -0.105
H 2.1989 0.9950 6.7586 0.090
H 2.2354 1.1785 4.9826 0.090
H 0.9715 2.0116 5.9715 0.093
H -1.1454 -2.9644 6.6216 0.096
H -1.8465 -4.3691 4.5695 0.086
H -1.6059 -1.9351 -0.3653 0.045
H -3.3250 -2.3257 -0.0447 0.096
H -2.6721 -0.7188 0.4776 0.079
```

---

A single C26H28N2O4S molecule. Source: the Open Molecules 2025 dataset; level of theory: ωB97M-V/def2-TZVPD.

Properties
* frontier orbital gap: 0.3094 Ha
* energy above the lowest of the compared OMol25 structures with the same formula, charge and spin: 3.1 kcal/mol
* E_HOMO: -7.967 eV
* DFT total energy: -49422.887 eV

The geometry in XYZ format:
```
61
Properties=species:S:1:pos:R:3:lowdin_charge:R:1
C 6.7334 2.1902 -0.2878 -0.059
C 5.6209 2.6384 0.6536 -0.241
O 5.1683 1.5947 1.4975 -0.041
C 4.6220 0.4553 0.9790 -0.203
C 4.7904 -0.6795 1.7642 0.008
C 4.2536 -1.9019 1.4087 -0.036
C 3.5519 -2.0253 0.2230 -0.208
C 2.9470 -3.3439 -0.1963 -0.121
N 1.5250 -3.2153 -0.4350 0.077
C 0.5923 -3.5814 0.4724 -0.448
O 0.8313 -4.2709 1.4438 0.076
C -0.7897 -3.1003 0.1514 -0.113
C -1.8792 -3.8745 0.5344 -0.010
C -3.1630 -3.4253 0.2899 -0.084
C -3.3697 -2.2083 -0.3384 -0.467
S -5.0438 -1.6698 -0.6474 1.016
C -5.0952 -0.1401 0.2712 -0.535
C -4.2640 0.0963 1.3570 -0.079
C -4.3462 1.3018 2.0263 -0.033
C -5.2578 2.2800 1.6435 -0.282
C -5.3410 3.5729 2.3944 -0.052
C -6.0958 2.0181 0.5664 -0.046
C -6.0169 0.8217 -0.1208 -0.111
C -2.2812 -1.4252 -0.7478 -0.223
N -2.5233 -0.2201 -1.4023 0.123
C -1.6368 0.6847 -1.9032 -0.490
C -2.3333 1.8807 -2.5125 0.014
O -0.4315 0.5583 -1.8749 0.056
C -0.9966 -1.8767 -0.4729 0.051
C 3.3737 -0.8982 -0.5718 0.027
C 3.8709 0.3459 -0.2089 -0.187
O 3.6657 1.4773 -0.9520 -0.106
C 2.8828 1.3965 -2.1215 -0.067
H 7.1226 3.0480 -0.8293 0.076
H 7.5408 1.7307 0.2782 0.080
H 6.3547 1.4659 -1.0046 0.070
H 6.0008 3.3874 1.3548 0.122
H 4.7934 3.0712 0.0847 0.110
H 5.3508 -0.5682 2.6790 0.121
H 4.3891 -2.7580 2.0509 0.113
H 3.0707 -4.0842 0.5961 0.120
H 3.4248 -3.7120 -1.1116 0.129
H 1.2491 -2.6078 -1.1896 0.120
H -1.7048 -4.8150 1.0326 0.120
H -4.0186 -4.0106 0.5905 0.106
H -3.5559 -0.6535 1.6771 0.113
H -3.6920 1.4824 2.8666 0.118
H -5.8398 3.4168 3.3509 0.085
H -4.3465 3.9640 2.5990 0.080
H -5.9041 4.3147 1.8338 0.074
H -6.8167 2.7602 0.2553 0.112
H -6.6678 0.6248 -0.9595 0.103
H -3.5080 -0.0183 -1.5355 0.094
H -2.9482 1.5663 -3.3535 0.088
H -1.5903 2.5924 -2.8602 0.084
H -2.9725 2.3570 -1.7714 0.084
H -0.1724 -1.2335 -0.7335 0.099
H 2.8188 -0.9914 -1.4925 0.107
H 1.8614 1.0704 -1.9075 0.070
H 2.8589 2.4104 -2.5189 0.097
H 3.3377 0.7338 -2.8651 0.098
```

---

> Number 2 is which compound?

C26H28GeN3O6SeSn

---

> Which of these has the lowest DFT total energy?

C26H28GeN3O6SeSn

---

> Which of these has the lowest DFT total energy?

C26H28GeN3O6SeSn

---

> DFT total energy of number 3 (C26H28LaN2S2Si)?

-60792.846 eV